Record 1
Molecular formula: C3H8O2S
Method: DFT, ωB97M-V/def2-TZVPD

- LUMO energy: 6.0 eV
- Energy: -18168.8922 eV
- Highest occupied orbital energy: 0.2 eV
- Net charge: -2
- Multiplicity: 1
- ΔE to the lowest compared entry with this formula, charge and spin: 13.04 kcal per mole

Geometry as XYZ:
```
14
C3H8O2S | OMol25 | ωB97M-V/def2-TZVPD
S 2.230 -1.770 2.617
O -1.402 0.557 -0.590
O -2.443 1.409 -2.704
C 0.046 -0.615 0.985
C -0.127 -0.025 -0.414
C 1.519 -0.523 1.431
H -1.682 0.937 -1.576
H -0.281 -1.625 1.285
H 2.114 -0.750 0.547
H -1.757 1.757 -3.248
H 1.746 0.476 1.812
H 0.622 0.805 -0.437
H 0.044 -0.600 -1.328
H -0.627 -0.033 1.620
```

Here are the Mulliken charges for atoms 1 to 2, given in e:
1 S -0.778
2 O -0.577


Record 2
Molecular formula: C15H15Cl2N3O3S2
Method: DFT, ωB97M-V/def2-TZVPD

- SMILES: CCCNC(=O)NS(=O)(=O)c1cnccc1Sc1ccc(Cl)c(Cl)c1
- LUMO energy: -0.1 eV
- Energy: -73127.1217 eV
- Highest occupied orbital energy: -9.1 eV
- Multiplicity: 1
- ΔE to the lowest compared entry with this formula, charge and spin: 2.08 kcal per mole

Geometry as XYZ:
```
40
C15H15Cl2N3O3S2 | OMol25 | ωB97M-V/def2-TZVPD
Cl -6.275 0.202 -0.425
Cl -4.895 -1.789 1.562
S 2.770 -1.322 0.762
S -0.019 -0.211 -0.240
O 2.143 -0.551 1.798
O 3.910 -2.115 1.089
O 3.088 1.519 -1.838
N 1.012 -4.608 -0.678
N 2.513 1.751 0.348
N 3.196 -0.291 -0.477
C -4.562 0.072 -0.379
C -3.948 -0.817 0.505
C -2.567 -0.914 0.541
C 2.058 3.121 0.263
C 1.857 -3.740 -0.155
C 0.309 -1.924 -0.386
C 1.558 -2.398 0.008
C -0.581 -2.844 -0.942
C -2.407 0.746 -1.198
C -0.003 2.808 1.712
C -0.175 -4.162 -1.058
C 0.535 3.236 0.352
C -3.785 0.855 -1.221
C 2.915 1.069 -0.730
C -1.801 -0.145 -0.324
H 2.408 3.510 -0.696
H 0.092 2.618 -0.431
H -1.801 1.348 -1.857
H 0.407 3.439 2.498
H 0.261 1.775 1.927
H 3.693 -0.740 -1.229
H 2.335 1.233 1.199
H 0.257 4.274 0.160
H -1.557 -2.535 -1.282
H -1.087 2.893 1.733
H 2.822 -4.109 0.160
H 2.522 3.691 1.073
H -4.267 1.543 -1.896
H -0.836 -4.902 -1.487
H -2.097 -1.587 1.241
```

Here are the Mulliken charges for atoms 1 to 2, given in e:
1 Cl -0.187
2 Cl -0.193


Record 3
Molecular formula: C23H29BCl2HgN6O2
Method: DFT, ωB97M-V/def2-TZVPD

- LUMO energy (alpha / beta): 2.6 / 2.5 eV
- Energy: -67236.2396 eV
- Highest occupied orbital energy (alpha / beta): -3.0 / -3.0 eV
- Net charge: -1
- Multiplicity: 2
- <S²>: 0.7774
- ΔE to the lowest compared entry with this formula, charge and spin: 492.42 kcal per mole

Geometry as XYZ:
```
64
C23H29BCl2HgN6O2 | OMol25 | ωB97M-V/def2-TZVPD
Hg 0.587 0.663 -0.120
Cl -0.135 2.432 2.565
Cl 0.671 -0.565 2.669
O 2.625 1.128 0.659
O 3.437 1.513 2.709
N -1.276 -0.320 -1.201
N 1.217 -0.038 -3.256
N 1.451 -1.590 -0.647
N 1.366 1.007 -2.415
N 1.107 -2.119 -1.836
N -1.031 -0.886 -2.403
C 1.080 1.160 2.441
C -1.442 1.387 3.408
C -4.066 2.447 -0.519
C 2.351 1.750 -2.894
C 2.321 -3.646 -0.802
C -3.218 -0.576 -2.289
C -1.283 2.925 -1.248
C -2.183 -1.049 -3.071
C -2.571 0.947 2.800
C -3.309 -0.116 3.617
C -4.864 1.343 1.884
C 2.101 0.058 -4.264
C -1.273 1.290 4.892
C 2.520 1.307 1.927
C -1.594 2.183 0.035
C 2.181 -2.493 -0.015
C -3.359 1.467 1.657
C -2.990 2.016 0.465
C 1.622 -3.356 -1.954
C -2.586 -0.126 -1.125
C 2.852 1.201 -4.081
C 1.022 3.643 2.102
C -0.647 2.133 0.990
B 0.372 -1.287 -2.905
H -1.731 3.921 -1.215
H -1.060 3.525 2.684
H 2.657 2.637 -2.363
H -2.593 -0.798 4.073
H 2.852 -4.552 -0.564
H 2.131 -0.693 -5.036
H -2.099 1.779 5.412
H -4.267 -0.556 -2.523
H -0.349 1.788 5.207
H 1.457 -3.934 -2.849
H -3.959 -0.712 2.977
H -3.926 0.297 4.422
H -1.637 2.421 -2.154
H 0.231 2.758 3.853
H 3.646 1.575 -4.704
H -1.193 0.256 5.235
H -4.821 1.671 -0.667
H -2.184 -1.498 -4.049
H -5.287 0.427 1.454
H 1.208 3.930 1.082
H -5.123 1.347 2.941
H 2.571 -2.269 0.965
H 0.248 -1.954 -3.901
H -0.203 3.040 -1.327
H -3.004 0.323 -0.237
H 1.513 4.121 2.941
H -4.588 3.348 -0.185
H -3.633 2.662 -1.490
H -5.397 2.177 1.434
```

Here are the Mulliken charges for atoms 1 to 2, given in e:
1 Hg 2.104
2 Cl -0.223


Record 4
Molecular formula: C17H21N2O3PdS3
Method: DFT, ωB97M-V/def2-TZVPD

- LUMO energy: 2.6 eV
- Energy: -63080.3453 eV
- Highest occupied orbital energy: -4.1 eV
- Net charge: -1
- Multiplicity: 1

Geometry as XYZ:
```
47
C17H21N2O3PdS3 | OMol25 | ωB97M-V/def2-TZVPD
Pd -0.262 0.295 -0.031
S 1.362 1.525 1.431
S -2.379 2.020 -0.109
S -1.660 -1.118 -1.523
O -2.099 1.188 1.076
O -3.589 1.663 -0.813
O -1.189 2.178 -0.968
N 0.111 -1.834 0.938
N 1.777 -0.305 -1.058
C -2.420 -3.675 -1.099
C -0.732 -2.888 0.415
C -2.372 -4.929 -0.529
C -2.679 3.680 0.546
C -0.683 -4.160 0.975
C -0.165 -1.577 2.358
C 2.950 0.371 -0.544
C 2.840 1.226 0.562
C 1.527 -2.073 0.646
C 5.234 1.651 0.397
C 5.331 0.790 -0.690
C 4.187 0.159 -1.145
C 1.522 0.056 -2.461
C 1.839 -1.750 -0.818
C -1.589 -2.626 -0.663
C -1.489 -5.186 0.515
C 4.014 1.861 1.007
H -3.025 -5.714 -0.892
H -0.002 -4.357 1.796
H 3.933 2.530 1.855
H -3.106 -3.461 -1.910
H 0.492 -0.783 2.707
H -3.396 4.161 -0.114
H 0.646 -0.483 -2.810
H 6.283 0.611 -1.175
H -1.430 -6.172 0.961
H 6.118 2.157 0.767
H 2.375 -0.176 -3.114
H -3.079 3.578 1.552
H 1.810 -3.115 0.845
H 2.829 -2.156 -1.065
H -1.734 4.218 0.558
H 2.125 -1.425 1.291
H -1.197 -1.241 2.455
H -0.015 -2.470 2.980
H 4.255 -0.515 -1.992
H 1.096 -2.237 -1.454
H 1.316 1.125 -2.512
```

Here are the Mulliken charges for atoms 1 to 2, given in e:
1 Pd 0.110
2 S -0.381


Record 5
Molecular formula: C4H4EuO3
Method: DFT, ωB97M-V/def2-TZVPD

- LUMO energy (alpha / beta): -12.1 / -12.1 eV
- Energy: -29662.2840 eV
- Highest occupied orbital energy (alpha / beta): -17.8 / -18.5 eV
- Net charge: +2
- Multiplicity: 8
- <S²>: 15.7595

Geometry as XYZ:
```
12
C4H4EuO3 | OMol25 | ωB97M-V/def2-TZVPD
Eu 2.022 -0.128 2.632
O 0.360 -0.170 0.800
O 0.321 1.235 2.392
O -1.599 0.959 1.202
C 0.102 -0.317 -0.626
C -0.462 -1.523 -0.970
C 0.398 0.789 -1.405
C -0.495 0.678 1.577
H -0.491 -2.340 -0.249
H -1.142 -1.563 -1.820
H -0.395 1.484 -1.673
H 1.382 0.896 -1.859
```

Here are the Mulliken charges for atoms 1 to 2, given in e:
1 Eu 1.666
2 O -0.392